ORCA calculation (wB97M-V/def2-TZVPD) on a cluster of 2 separate species, C4H10BrNS in total at a distorted geometry.

Computed properties:
- LUMO level (alpha / beta) (eV) = -0.074 / -2.151
- multiplicity = 3
- calculated total energy (eV) = -86673.938
- energy relative to the best compared isomer or geometry (same formula, charge and spin) (kcal/mol) = 0.0
- charge = 0
- <S²> = 2.008

XYZ file:
```
17
Properties=species:S:1:pos:R:3:forces:R:3:mulliken_spin:R:1
C 0.52389 2.32236 -0.12462 1.674 5.136 -2.670 0.017
C -0.09635 -2.20714 0.99178 0.319 -0.823 -0.346 0.082
C 0.99183 0.95305 -0.30977 -1.282 -1.672 1.222 -0.018
C 0.08029 -1.26912 -0.22144 -1.707 0.945 2.814 -0.023
N -0.08126 0.10445 0.21220 0.863 -0.971 -0.864 0.917
S -2.15146 0.94741 -1.16894 -1.071 -0.102 0.075 0.870
Br -3.65181 -0.28201 -0.19025 0.418 0.260 -0.303 0.087
H -0.35651 2.87915 -0.57477 0.274 -1.931 0.410 0.000
H 0.57457 2.61308 0.89658 -0.109 0.153 0.915 0.002
H 1.30183 3.00675 -0.67678 -0.734 -0.977 1.231 0.001
H 0.24085 -3.13505 0.52669 0.154 -0.495 0.704 -0.007
H 0.46237 -1.99165 1.91764 -0.095 0.046 -0.597 -0.007
H -1.15973 -2.38030 1.22425 0.408 0.461 0.017 0.001
H 1.24805 0.60381 -1.30557 0.083 0.335 -0.393 0.015
H 1.88748 0.82781 0.33514 -0.198 -0.129 -0.363 0.041
H 0.96694 -1.38799 -0.76586 1.409 -0.609 -0.730 0.008
H -0.78098 -1.60458 -0.76629 -0.407 0.373 -1.122 0.014
```
Forces are in eV/Å.



ORCA calculation (wB97M-V/def2-TZVPD) on the molecule C4H10BrO2P at a distorted geometry.

Computed properties:
- LUMO level (eV) = -0.088
- calculated total energy (eV) = -87736.914
- energy relative to the best compared isomer or geometry (same formula, charge and spin) (kcal/mol) = 0.0
- structure (SMILES) = CCO[P@](=O)(Br)CC
- charge = 0

XYZ file:
```
18
Properties=species:S:1:pos:R:3:forces:R:3:lowdin_charge:R:1
C 1.40870 1.03033 -0.83494 1.588 0.371 -0.577 -0.086
C -2.15039 -0.22375 0.05761 -2.622 3.954 0.692 -0.187
C 1.65417 0.72347 0.65670 1.156 -3.096 -1.174 -0.327
C -1.10233 -1.09893 0.69230 0.142 1.790 0.384 -0.268
O -1.60501 0.70915 2.65330 -0.250 -0.037 0.857 -0.284
O 0.52289 1.02744 1.43324 0.768 1.988 -0.499 -0.282
P -0.49781 0.04490 1.99562 0.250 -2.021 1.522 0.390
Br 1.10305 -1.17494 3.61031 -1.581 0.856 -1.577 0.107
H 2.39381 0.74300 -1.47452 -2.381 0.674 1.569 0.128
H 0.49032 0.53301 -1.31372 1.372 0.897 0.939 0.086
H 1.35629 2.13749 -0.74709 -0.429 -0.527 -1.229 0.076
H -3.08874 -0.10353 0.70375 1.153 -0.836 -0.991 0.104
H -1.92626 0.90395 0.04419 0.591 -1.353 0.411 0.090
H -2.43831 -0.22221 -0.98729 0.116 -1.520 -0.280 0.069
H 2.56932 1.24564 1.05339 -1.147 -0.528 -0.315 0.141
H 1.77674 -0.40765 0.71795 0.494 1.305 0.319 0.097
H -0.37220 -1.32675 -0.04097 0.991 -0.721 -0.281 0.069
H -1.53528 -1.91674 1.20180 -0.210 -1.196 0.229 0.078
```
Forces are in eV/Å.



ORCA calculation (wB97M-V/def2-TZVPD) on a cluster of 3 separate species, C4H10Cl2N2O4 in total at a distorted geometry.

Computed properties:
- LUMO level (alpha / beta) (eV) = 2.978 / 3.002
- multiplicity = 2
- calculated total energy (eV) = -40519.207
- charge = -1
- <S²> = 0.754

XYZ file:
```
22
Properties=species:S:1:pos:R:3:forces:R:3:mulliken_spin:R:1
C -18.68159 1.53704 -43.24019 0.852 0.314 -0.247 0.020
N -17.29510 0.92771 -42.92067 -1.559 -0.274 0.205 0.027
O -17.11697 0.65980 -41.74979 0.204 0.124 0.281 0.041
O -16.55498 0.63676 -43.83539 -0.263 0.372 -0.288 0.028
H -18.52834 2.45431 -43.80873 0.212 -0.147 -0.135 -0.007
H -19.21818 1.80442 -42.32988 0.366 -0.413 0.049 -0.002
H -19.23481 0.82430 -43.85181 0.191 -0.035 0.124 0.001
C -13.95605 2.94146 -44.55262 -0.154 -0.456 0.627 0.093
N -13.35800 2.75626 -43.21794 -2.683 -0.604 -4.710 0.412
O -14.05101 2.17979 -42.40539 -2.608 -2.346 3.621 0.222
O -12.37460 3.39812 -42.96382 5.259 3.223 1.379 0.198
H -14.99742 2.62915 -44.47440 0.138 -0.344 -0.200 0.010
H -13.36947 2.29000 -45.20040 -0.259 0.214 -0.602 0.026
H -13.96788 3.98339 -44.87254 0.518 0.232 -0.044 -0.067
Cl -8.98823 1.41141 -40.20193 0.275 -0.024 0.006 0.002
C -9.71882 1.46012 -41.85503 0.264 -1.481 -0.033 0.015
C -10.21576 0.00312 -42.19121 -0.063 0.974 -0.144 0.007
Cl -8.88102 -1.18221 -42.69040 -0.613 0.850 0.690 0.002
H -8.92764 1.77032 -42.53759 -0.212 0.057 0.054 -0.008
H -10.49574 2.21722 -41.74871 -0.384 -0.380 -0.624 -0.011
H -10.89430 -0.06648 -43.04139 0.103 0.553 0.066 -0.003
H -10.77008 -0.34905 -41.32125 0.415 -0.411 -0.074 -0.006
```
Forces are in eV/Å.



ORCA calculation (wB97M-V/def2-TZVPD) on a structure of composition C4H10ClNSi at a distorted geometry.

Computed properties:
- LUMO level (eV) = 0.472
- calculated total energy (eV) = -26200.911
- energy relative to the best compared isomer or geometry (same formula, charge and spin) (kcal/mol) = 25.0
- charge = 0

XYZ file:
```
17
Properties=species:S:1:pos:R:3:forces:R:3:lowdin_charge:R:1
C -2.87344 -0.18660 0.11027 0.034 0.160 -0.033 -0.061
C -1.65108 -0.64856 0.33256 0.743 0.401 0.062 -0.251
C 0.85192 -0.09839 -2.10470 -0.253 -0.337 -0.140 -0.162
C 0.55418 0.91143 2.15622 -0.251 -0.248 -0.683 -0.177
N 1.10039 0.05902 -0.67792 -0.300 0.226 0.747 -0.189
Si -0.11148 0.42005 0.45774 -0.551 1.518 -0.689 0.615
Cl -1.19325 2.82343 -0.63022 0.833 -1.934 0.951 -0.258
H -3.73405 -0.83521 0.05684 -0.089 -0.188 0.027 0.059
H -3.04256 0.86623 -0.04152 -0.041 0.258 -0.066 0.001
H -1.50418 -1.71578 0.46860 0.062 -0.085 0.019 0.054
H 1.71339 0.23985 -2.67491 -0.011 0.032 -0.017 0.081
H 0.66201 -1.14740 -2.34281 0.031 0.043 -0.122 0.074
H -0.01278 0.49146 -2.40202 -0.014 0.068 -0.094 0.055
H 1.63933 0.95379 2.16680 0.145 0.001 -0.120 0.026
H 0.17682 1.88862 2.43793 -0.133 0.162 -0.082 0.028
H 0.23517 0.20117 2.91353 -0.100 -0.161 0.043 0.027
H 2.06355 0.27173 -0.47091 -0.103 0.085 0.198 0.078
```
Forces are in eV/Å.



ORCA calculation (wB97M-V/def2-TZVPD) on a cluster of 2 separate species, C4H10ClO2 in total at a distorted geometry.

Computed properties:
- LUMO level (eV) = 3.103
- calculated total energy (eV) = -20925.470
- energy relative to the best compared isomer or geometry (same formula, charge and spin) (kcal/mol) = 108.0
- charge = -1

XYZ file:
```
17
Properties=species:S:1:pos:R:3:forces:R:3:lowdin_charge:R:1
Cl 2.69112 2.38512 2.85912 -0.054 -0.030 -0.077 -0.829
C -0.45488 -3.18388 -0.29288 0.350 6.303 3.559 -0.002
O 0.27812 -1.86788 -0.25888 0.992 -0.887 -1.374 -0.205
C -0.49988 -0.67088 -0.48688 -2.798 -7.514 4.608 -0.267
C 0.28912 0.40412 -0.23288 1.588 6.040 1.920 -0.172
O -0.65588 1.54712 -0.08888 -0.688 -2.936 0.276 -0.181
C 0.03412 2.68212 0.15212 -4.034 3.997 5.794 -0.202
H -0.72588 -3.20888 -1.23788 -1.999 -1.097 -4.432 0.028
H -1.24688 -2.90988 0.43312 -0.012 -1.504 -0.284 0.100
H 0.31012 -3.81088 -0.05588 1.473 -2.273 1.042 0.057
H -1.29688 -0.93588 0.24612 -0.050 1.476 0.557 0.133
H -1.10688 -0.60488 -1.28288 -1.287 -0.028 -4.065 0.096
H 0.74512 0.63112 -1.15688 1.661 0.388 -0.921 0.123
H 1.01412 0.35912 0.62812 -0.817 -0.047 -0.815 0.159
H 0.75712 2.74012 -0.46988 5.106 1.053 -4.643 -0.006
H 0.55412 2.77812 1.18212 -0.986 -0.484 -1.161 0.036
H -0.68588 3.66612 0.06312 1.554 -2.455 0.016 0.132
```
Forces are in eV/Å.



ORCA calculation (wB97M-V/def2-TZVPD) on a cluster of 2 separate species, C4H10ClO2 in total at a distorted geometry.

Computed properties:
- LUMO level (alpha / beta) (eV) = 0.995 / -4.246
- multiplicity = 2
- calculated total energy (eV) = -20923.996
- energy relative to the best compared isomer or geometry (same formula, charge and spin) (kcal/mol) = 0.0
- charge = 0
- <S²> = 0.752

XYZ file:
```
17
Properties=species:S:1:pos:R:3:forces:R:3:mulliken_spin:R:1
Cl -8.71126 -17.71362 19.88162 -0.034 0.021 -0.022 0.991
C -12.03385 -14.28039 16.70819 0.026 -0.990 0.277 0.001
O -12.19057 -14.75684 18.04744 0.927 0.725 0.040 0.003
C -11.57400 -16.00027 18.37930 -1.664 0.368 0.540 0.028
C -12.37836 -17.21391 17.84318 0.125 0.389 0.769 -0.001
O -13.74020 -17.38128 18.34527 1.497 0.811 0.205 0.001
C -14.59172 -16.28182 17.98789 -0.215 -0.802 0.495 0.000
H -11.05114 -14.51128 16.29700 0.239 -0.125 0.091 0.000
H -12.14984 -13.19840 16.64548 -0.271 -0.128 0.374 0.000
H -12.77387 -14.79737 16.09728 -0.104 0.276 -0.364 0.000
H -11.58927 -16.05849 19.46763 -0.467 0.128 0.202 -0.008
H -10.49700 -15.98759 18.21194 0.170 -0.309 -1.001 -0.014
H -11.79631 -18.05170 18.22713 -0.334 -0.440 -0.327 -0.002
H -12.37078 -17.18959 16.75348 -0.151 -0.207 -0.183 0.001
H -15.58828 -16.43119 18.40339 -0.076 -0.808 -0.215 0.000
H -14.62702 -16.34209 16.90013 -0.246 1.009 -0.126 0.000
H -14.32543 -15.34807 18.48318 0.580 0.082 -0.755 0.000
```
Forces are in eV/Å.



ORCA calculation (wB97M-V/def2-TZVPD) on a cluster of 2 separate species, C4H10F2S in total.

Computed properties:
- LUMO level (eV) = 0.845
- calculated total energy (eV) = -20580.512
- structure (SMILES) = CC(F)F.CSC
- charge = 0

XYZ file:
```
17
Properties=species:S:1:pos:R:3:forces:R:3:lowdin_charge:R:1
F -1.49159 0.44952 -1.35455 -0.023 -0.010 0.014 0.020
F -0.89538 0.10683 -3.44355 -0.020 0.018 0.071 0.028
C 0.45043 1.52469 -2.13435 0.346 0.525 0.033 -0.018
C -0.40856 0.29739 -2.17818 0.361 -0.451 0.102 -0.453
H -0.13448 2.40639 -2.44593 0.162 -0.400 0.103 0.094
H 1.31279 1.41665 -2.81351 -0.380 -0.032 0.284 0.092
H 0.82713 1.69580 -1.11189 -0.170 -0.170 -0.400 0.083
H 0.10901 -0.63613 -1.87732 -0.244 0.486 -0.119 0.149
S 1.18433 -0.95047 1.62105 -0.124 0.032 -0.017 0.699
C -0.20468 -2.09393 1.55096 -0.388 -0.374 -0.066 -0.449
C 0.31055 0.47357 2.29214 -0.220 0.461 0.174 -0.451
H 0.16232 -3.05312 1.14862 -0.134 0.419 0.180 0.033
H -1.00385 -1.71797 0.89021 0.339 -0.101 0.210 0.033
H -0.63112 -2.27259 2.55238 0.231 0.073 -0.355 0.039
H -0.49748 0.80531 1.61862 0.327 -0.151 0.194 0.032
H -0.12477 0.25069 3.28079 0.225 0.046 -0.363 0.038
H 1.03535 1.29738 2.40451 -0.289 -0.369 -0.044 0.033
```
Forces are in eV/Å.



ORCA calculation (wB97M-V/def2-TZVPD) on a structure of composition C4H10F4Li2N3O13S4 at a distorted geometry.

Computed properties:
- LUMO level (alpha / beta) (eV) = 4.001 / 3.989
- multiplicity = 2
- calculated total energy (eV) = -90015.763
- energy relative to the best compared isomer or geometry (same formula, charge and spin) (kcal/mol) = 0.0
- charge = -2
- <S²> = 0.752

XYZ file:
```
40
Properties=species:S:1:pos:R:3:forces:R:3:mulliken_spin:R:1
Li 0.50134 -2.56223 0.84934 0.394 0.389 -0.558 0.005
Li 0.23220 0.00626 0.23408 0.472 0.276 -0.339 0.002
N 1.05332 -1.87067 -3.66577 -1.974 -2.182 2.953 0.000
S 0.51075 -3.12089 -2.65380 1.748 -1.038 0.493 0.002
O -0.70487 -3.80260 -3.02106 1.199 0.841 0.326 0.000
O 0.78748 -2.86567 -1.21878 -0.424 -1.328 -2.685 0.003
F 1.66711 -4.10511 -3.16190 -0.279 -0.020 0.572 0.000
S 0.08830 -0.77365 -3.04958 0.741 4.736 -1.973 0.001
O 0.33771 -0.36009 -1.68884 -0.632 -0.201 -1.227 0.003
O -1.21980 -0.73619 -3.62144 -0.220 -0.404 0.872 0.000
F 0.77914 0.45481 -3.92007 -0.112 -0.519 0.727 0.000
N -0.99675 -1.29313 0.91598 0.525 -0.742 -1.643 0.188
S -2.52586 -1.91548 0.46074 -3.616 0.857 1.150 0.281
O -3.65928 -1.01615 0.16831 1.039 0.045 -0.895 0.098
O -2.96042 -3.22172 0.94548 1.413 -0.371 -1.059 0.060
F -2.05879 -2.20725 -1.05616 0.448 -0.358 -0.132 0.008
S -1.72100 -0.88751 2.27733 -2.476 -3.286 2.259 0.196
O -2.03557 -2.01856 3.17468 0.921 1.323 0.268 0.086
O -2.52505 0.29453 2.33611 0.603 1.566 0.468 0.054
F -0.30465 -0.43609 2.97094 0.556 0.782 0.180 0.018
N 3.17300 -1.10827 0.27037 1.733 0.245 -3.926 -0.002
O 2.02765 -1.16115 0.68022 -3.183 -0.253 1.515 0.002
O 3.43714 -0.58925 -0.83173 -0.911 1.108 -0.209 -0.001
O 4.07914 -1.65826 0.82518 1.956 -1.569 2.873 0.000
C 1.62614 1.80034 2.59266 0.696 -1.232 0.250 -0.005
O 1.55605 1.37200 1.24371 -0.219 1.888 0.631 0.001
C 1.32320 2.44855 0.38411 -1.193 -0.086 -2.186 -0.002
C -0.13520 3.01671 0.41335 1.524 -3.072 0.284 -0.003
O -0.87236 1.82467 -0.02712 1.103 1.101 0.271 -0.002
C -2.14715 2.06864 -0.57096 0.000 0.816 0.604 -0.006
H 2.30659 2.64239 2.71932 0.132 0.217 -0.223 0.000
H 2.09177 0.91686 3.02938 -0.302 0.228 0.778 0.000
H 0.66681 2.03952 3.05152 -0.118 -0.236 -0.112 0.003
H 1.43691 1.93572 -0.57097 -0.164 0.388 -0.525 0.000
H 2.02897 3.27521 0.30284 0.607 0.006 1.051 0.000
H -0.12433 3.90758 -0.21459 -0.715 -0.148 -0.303 0.001
H -0.36040 3.21829 1.46060 -0.587 0.400 -0.076 0.003
H -2.70776 2.57482 0.21492 -0.600 -0.068 -0.061 0.002
H -2.64472 1.14169 -0.85608 0.257 -0.004 0.068 0.005
H -2.00676 2.77132 -1.39230 -0.343 -0.092 -0.462 0.001
```
Forces are in eV/Å.